No. 1
Formula: C35H39N4O2
Source: OMol25
Level of theory: wB97M-V/def2-TZVPD

CARTESIAN COORDINATES (ANGSTROEM)
C  -2.423  0.450  -3.091
C  -2.000  1.707  -2.711
C  -0.663  1.956  -2.491
C  0.298  0.948  -2.648
C  1.710  1.249  -2.481
C  2.706  0.330  -2.518
N  4.084  0.587  -2.553
C  4.959  -0.602  -2.503
C  6.437  -0.247  -2.314
O  6.871  0.690  -3.287
C  6.124  1.895  -3.224
C  4.623  1.652  -3.436
C  -0.155  -0.321  -3.030
C  -1.495  -0.562  -3.247
H  -3.468  0.261  -3.284
H  -2.723  2.500  -2.609
H  -0.343  2.945  -2.211
H  1.968  2.279  -2.313
H  2.424  -0.705  -2.597
H  4.602  -1.255  -1.698
H  4.823  -1.148  -3.441
H  6.623  0.186  -1.324
H  7.085  -1.130  -2.404
H  6.323  2.356  -2.250
H  6.545  2.564  -3.987
H  4.444  1.334  -4.467
H  4.046  2.570  -3.284
H  0.557  -1.111  -3.193
H  -1.824  -1.538  -3.562
C  -1.466  -4.372  1.055
N  -1.811  -2.964  0.973
C  -3.005  -2.537  0.433
O  -3.877  -3.231  -0.044
C  -3.022  -1.021  0.554
C  -4.188  -0.534  1.422
C  -5.544  -0.888  0.878
C  -6.400  -1.717  1.589
C  -7.623  -2.089  1.065
C  -8.011  -1.635  -0.178
C  -7.178  -0.792  -0.885
C  -5.958  -0.416  -0.357
N  -1.693  -0.617  1.113
C  -1.275  0.668  1.295
C  -0.042  0.980  1.831
C  0.455  2.241  2.107
C  1.743  2.484  2.668
C  2.175  3.806  2.912
C  3.413  4.066  3.440
C  4.288  3.025  3.756
C  5.549  3.282  4.287
N  6.606  3.492  4.730
C  3.875  1.711  3.527
C  2.638  1.442  2.998
C  -0.898  -1.866  1.401
C  -0.631  -2.006  2.897
C  0.354  -1.927  0.528
H  -2.296  -4.974  0.694
H  -0.585  -4.576  0.450
H  -1.251  -4.644  2.087
H  -3.105  -0.595  -0.453
H  -4.074  -0.972  2.419
H  -4.120  0.551  1.556
H  -6.094  -2.080  2.555
H  -8.270  -2.748  1.621
H  -8.956  -1.945  -0.600
H  -7.473  -0.442  -1.861
H  -5.306  0.242  -0.906
H  -1.943  1.460  1.013
H  0.595  0.155  2.070
H  -0.158  3.100  1.899
H  1.511  4.617  2.673
H  3.733  5.079  3.618
H  4.555  0.914  3.777
H  2.349  0.419  2.835
H  -1.580  -2.052  3.425
H  -0.083  -2.920  3.116
H  -0.071  -1.169  3.306
H  0.054  -1.929  -0.518
H  1.018  -1.079  0.674
H  0.919  -2.838  0.714

Summary:
ΔE to the lowest compared entry with this formula, charge and spin   0.0 kcal per mole
LUMO   -5.208 eV
Highest occupied orbital energy   -0.3606 Eh
Total charge   +1



No. 2
Formula: C5H7BrIN2S
Source: OMol25
Level of theory: wB97M-V/def2-TZVPD

CARTESIAN COORDINATES (ANGSTROEM)
C  0.070  -1.049  -0.111
C  0.723  0.490  1.890
C  1.634  0.221  0.651
C  -1.533  0.525  -1.217
C  -0.919  -0.005  -0.023
N  0.695  -2.091  -0.246
N  -1.628  1.703  -1.816
S  -0.832  1.054  1.272
Br  1.831  1.759  -0.410
I  -4.114  0.247  -0.008
H  0.484  -0.405  2.578
H  1.073  1.358  2.472
H  2.446  -0.460  0.741
H  -1.493  -0.131  -2.020
H  0.272  -3.023  -0.461
H  -1.737  2.531  -1.222
H  -2.092  1.846  -2.669

Summary:
ΔE to the lowest compared entry with this formula, charge and spin   50.4 kcal per mole
LUMO (spin up / spin down)   -7.054 / -7.029 eV
Highest occupied orbital energy (spin up / spin down)   -0.4597 / -0.4520 Eh
Total charge   +1



No. 3
Formula: C10H16ClIN2O3P3
Source: OMol25
Level of theory: wB97M-V/def2-TZVPD

CARTESIAN COORDINATES (ANGSTROEM)
C  4.365  -1.572  -0.110
C  2.959  -1.747  0.583
P  1.642  -1.624  -0.739
C  0.860  -3.296  -0.814
C  0.298  -3.637  -2.234
N  0.407  -0.366  -0.337
C  -0.883  -0.726  -0.209
C  -1.863  0.169  0.103
C  -1.541  1.517  0.285
C  -2.673  2.459  0.667
O  -2.582  3.343  1.468
O  -3.905  2.204  0.049
P  -5.020  1.481  1.116
O  -4.106  0.578  2.149
Cl  -5.729  2.967  2.391
C  -0.212  1.909  0.107
P  0.207  3.738  0.274
N  -0.975  4.640  -0.222
C  0.743  0.926  -0.192
I  2.763  1.554  -0.394
H  4.971  -2.480  -0.060
H  4.185  -1.321  -1.166
H  4.901  -0.726  0.337
H  2.856  -1.003  1.380
H  2.947  -2.772  0.978
H  0.028  -3.401  -0.092
H  1.608  -4.025  -0.474
H  0.590  -2.819  -2.909
H  0.740  -4.581  -2.568
H  -0.792  -3.747  -2.249
H  -1.203  -1.756  -0.350
H  -2.883  -0.186  0.198
H  -3.873  1.078  2.950
H  1.323  4.033  -0.543
H  0.520  3.981  1.637
H  -0.673  5.206  -1.009

Summary:
SMILES   CCP(CC)[n+]1ccc(C(=O)OP(O)Cl)c([PH2]=N)c1I
LUMO   -4.891 eV
Highest occupied orbital energy   -0.4350 Eh
Total charge   +1



No. 4
Formula: CH4P2
Source: OMol25
Level of theory: wB97M-V/def2-TZVPD

CARTESIAN COORDINATES (ANGSTROEM)
H  -1.481  -0.958  -1.978
P  -0.152  -0.578  -1.620
C  -0.345  -0.243  0.117
P  1.074  0.145  1.190
H  -1.232  -0.589  0.716
H  1.535  0.793  0.135
H  0.600  1.429  1.441

Summary:
ΔE to the lowest compared entry with this formula, charge and spin   24.8 kcal per mole
SMILES   [H]/P=C/P
LUMO   -0.313 eV
Highest occupied orbital energy   -0.3299 Eh
Total charge   0



No. 5
Formula: C54H66BrMnN5O3
Source: OMol25
Level of theory: wB97M-V/def2-TZVPD

CARTESIAN COORDINATES (ANGSTROEM)
Mn  -0.196  0.261  0.209
C  2.611  0.898  0.071
C  1.943  0.843  1.370
C  2.373  -0.459  1.924
C  3.233  -1.035  1.021
C  3.418  -0.199  -0.108
C  4.466  -0.467  -1.165
C  4.635  0.709  -2.131
C  4.149  -1.732  -1.973
C  5.800  -0.675  -0.427
C  1.917  -1.209  3.168
C  1.937  -2.717  2.863
C  2.833  -0.971  4.382
C  0.475  -0.865  3.538
C  2.138  2.159  2.165
C  3.598  2.177  2.661
C  1.247  2.364  3.396
C  1.977  3.390  1.256
H  2.577  1.749  -0.585
H  3.685  -2.007  1.111
H  3.728  0.856  -2.709
H  5.461  0.516  -2.818
H  4.856  1.625  -1.585
H  3.308  -1.562  -2.637
H  3.891  -2.555  -1.312
H  5.008  -2.021  -2.581
H  6.014  0.185  0.206
H  6.622  -0.810  -1.132
H  5.739  -1.554  0.209
H  2.954  -3.092  2.769
H  1.406  -2.894  1.931
H  1.451  -3.273  3.666
H  3.874  -1.138  4.112
H  2.571  -1.662  5.186
H  2.732  0.042  4.764
H  -0.113  -0.758  2.621
H  0.394  0.060  4.093
H  0.029  -1.650  4.147
H  3.791  1.347  3.332
H  3.810  3.111  3.185
H  4.276  2.087  1.816
H  1.543  1.698  4.201
H  0.204  2.194  3.158
H  1.360  3.387  3.764
H  2.847  3.511  0.613
H  1.883  4.297  1.858
H  1.097  3.299  0.627
Br  -4.679  -0.793  -8.242
C  -3.124  -1.676  -7.550
C  -1.976  -1.730  -8.331
C  -0.859  -2.355  -7.840
C  -0.845  -2.929  -6.541
C  -2.033  -2.812  -5.767
C  -3.160  -2.220  -6.272
N  0.217  -3.649  -6.176
N  0.419  -4.092  -4.970
C  0.434  -3.382  -3.840
C  0.232  -4.076  -2.631
C  0.219  -3.450  -1.406
C  0.438  -2.069  -1.284
O  0.408  -1.441  -0.151
C  0.732  -1.338  -2.475
N  0.975  -0.020  -2.309
C  1.389  0.673  -3.345
C  1.567  0.120  -4.613
C  1.236  -1.205  -4.820
C  0.778  -1.980  -3.751
H  -1.973  -1.283  -9.318
H  0.040  -2.413  -8.437
H  -2.051  -3.240  -4.775
H  -4.070  -2.167  -5.686
H  0.025  -5.135  -2.697
H  0.008  -4.009  -0.504
H  1.573  1.729  -3.177
H  1.946  0.730  -5.420
H  1.366  -1.651  -5.797
O  -2.126  0.350  2.656
C  -2.055  1.481  2.220
C  -2.869  2.651  2.791
C  -2.383  3.837  1.988
C  -1.410  3.212  0.977
O  -0.875  3.867  0.098
N  -1.249  1.891  1.204
H  -2.669  2.731  3.861
H  -3.930  2.435  2.660
H  -1.835  4.567  2.587
H  -3.171  4.362  1.447
C  -6.422  -2.805  -0.382
C  -5.027  -2.473  0.086
C  -4.459  -3.166  1.144
C  -3.158  -2.851  1.532
C  -2.519  -3.569  2.688
C  -2.463  -1.871  0.867
C  -3.000  -1.105  -0.200
C  -4.325  -1.473  -0.561
N  -2.226  -0.139  -0.734
C  -2.734  0.689  -1.823
C  -1.641  1.705  -2.198
C  -2.070  2.627  -3.338
C  -3.324  3.407  -2.945
C  -4.423  2.405  -2.604
C  -4.718  1.532  -3.822
C  -3.456  0.777  -4.237
C  -2.361  1.783  -4.577
C  -3.000  -0.136  -3.102
C  -3.974  1.529  -1.434
H  -6.865  -3.576  0.246
H  -6.401  -3.169  -1.411
H  -7.063  -1.922  -0.353
H  -5.020  -3.943  1.651
H  -3.122  -4.422  3.001
H  -2.416  -2.888  3.532
H  -1.526  -3.921  2.415
H  -1.449  -1.642  1.184
H  -4.851  -0.987  -1.367
H  -0.764  1.145  -2.509
H  -1.372  2.298  -1.320
H  -1.255  3.332  -3.550
H  -3.640  4.058  -3.769
H  -3.110  4.039  -2.079
H  -5.337  2.948  -2.317
H  -5.066  2.154  -4.653
H  -5.519  0.825  -3.585
H  -3.675  0.167  -5.122
H  -2.688  2.418  -5.406
H  -1.458  1.254  -4.893
H  -2.079  -0.658  -3.376
H  -3.753  -0.904  -2.936
H  -4.806  0.905  -1.113
H  -3.699  2.160  -0.585

Summary:
Multiplicity   6
ΔE to the lowest compared entry with this formula, charge and spin   0.3 kcal per mole
LUMO (spin up / spin down)   3.438 / 3.412 eV
Highest occupied orbital energy (spin up / spin down)   -0.0474 / -0.0511 Eh
Total charge   -2
Expectation value of S²   9.225



No. 6
Formula: C38H41CaN9O3S3Te
Source: OMol25
Level of theory: wB97M-V/def2-TZVPD

CARTESIAN COORDINATES (ANGSTROEM)
Ca  -0.918  -1.333  -0.588
C  5.736  -1.275  -1.861
C  4.300  -1.300  -1.556
C  3.873  -0.354  -0.457
C  2.883  0.740  -0.791
C  2.840  2.065  -0.994
N  1.704  2.647  -1.373
C  1.332  4.032  -1.524
C  -0.039  4.131  -2.167
C  -0.096  3.819  -3.660
N  0.210  2.408  -3.994
C  -0.469  1.289  -3.802
C  -1.794  1.045  -3.463
C  -2.827  2.011  -3.559
C  -4.129  1.698  -3.285
C  -5.176  2.776  -3.333
C  -4.399  0.362  -2.860
C  -3.495  -0.663  -2.851
C  -3.795  -2.060  -2.399
N  -3.075  -2.579  -1.488
C  -3.207  -3.960  -1.064
C  -2.098  -4.761  -1.729
C  -0.736  -4.774  -1.004
N  -0.023  -3.507  -1.018
C  1.226  -3.470  -1.502
C  2.149  -2.435  -1.325
C  3.467  -2.331  -1.885
C  1.686  -0.047  -0.911
O  0.559  0.237  -1.330
C  -2.079  -0.344  -3.093
O  -1.190  -1.239  -3.043
H  6.078  -0.333  -2.303
H  6.040  -2.100  -2.505
H  6.295  -1.351  -0.913
H  4.771  -0.032  0.061
H  3.773  2.610  -1.003
H  0.918  2.028  -1.372
H  2.113  4.527  -2.132
H  1.341  4.529  -0.546
H  -0.482  5.116  -1.975
H  -0.703  3.456  -1.637
H  0.603  4.432  -4.245
H  -1.053  4.048  -4.094
H  1.196  2.229  -4.222
H  0.131  0.400  -3.895
H  -2.658  3.019  -3.854
H  -4.703  3.745  -3.587
H  -5.650  2.888  -2.349
H  -5.941  2.577  -4.061
H  -5.432  0.108  -2.600
H  -4.626  -2.633  -2.877
H  -4.189  -4.364  -1.279
H  -3.157  -4.013  0.012
H  -2.006  -4.295  -2.690
H  -2.399  -5.828  -1.848
H  -0.118  -5.585  -1.426
H  -0.923  -5.035  0.033
H  1.612  -4.369  -2.050
H  3.849  -3.082  -2.569
S  -2.556  -1.172  2.261
C  -2.554  0.489  2.775
C  -2.494  0.804  4.172
N  -2.361  0.978  5.314
C  -2.512  1.466  1.815
S  -2.403  1.318  0.099
C  -2.399  2.842  2.277
N  -2.116  3.896  2.676
O  3.080  -1.131  0.417
N  1.904  -1.354  -0.427
Te  -0.729  -2.286  3.259
C  -1.855  -3.829  4.062
C  -1.836  -4.239  5.357
C  -2.528  -5.477  5.589
C  -3.035  -5.978  4.415
S  -2.709  -4.963  3.079
H  -1.400  -3.687  6.182
H  -2.576  -5.924  6.564
H  -3.613  -6.894  4.374
N  0.561  0.573  1.506
C  0.990  1.168  2.391
N  1.408  1.817  3.467
C  1.677  3.259  3.357
C  3.077  3.524  2.786
C  3.977  2.299  2.966
C  3.675  1.659  4.343
C  2.260  1.083  4.378
H  1.595  3.696  4.342
H  0.905  3.694  2.777
H  3.478  4.427  3.274
H  2.932  3.750  1.742
H  5.034  2.559  2.926
H  3.690  1.599  2.166
H  3.802  2.442  5.122
H  4.443  0.916  4.562
H  1.840  1.103  5.400
H  2.247  0.050  4.070

Summary:
ΔE to the lowest compared entry with this formula, charge and spin   0.0 kcal per mole
LUMO   -0.585 eV
Highest occupied orbital energy   -0.2244 Eh
Total charge   0



No. 7
Formula: C45H52BrIrN2O3P2S3
Source: OMol25
Level of theory: wB97M-V/def2-TZVPD

CARTESIAN COORDINATES (ANGSTROEM)
Ir  0.625  -0.110  -0.051
C  1.296  1.868  3.580
C  1.267  0.359  3.364
C  2.675  -0.207  3.146
P  0.127  -0.378  2.115
C  -0.121  -2.063  2.857
C  -1.093  -2.926  2.063
C  -0.600  -2.011  4.315
C  -1.480  0.431  2.212
C  -2.040  1.029  3.337
C  -3.238  1.720  3.243
C  -3.838  2.408  4.439
C  -3.838  1.818  1.986
C  -3.283  1.238  0.859
C  -2.102  0.506  0.964
N  -1.454  -0.148  -0.117
C  -2.112  -1.289  -0.599
C  -3.511  -1.435  -0.590
C  -4.123  -2.578  -1.066
C  -3.403  -3.649  -1.587
C  -4.080  -4.895  -2.092
C  -2.025  -3.522  -1.596
C  -1.381  -2.385  -1.107
P  0.392  -2.111  -1.102
C  0.778  -1.872  -2.899
C  -0.068  -0.743  -3.472
C  0.618  -3.133  -3.747
C  1.470  -3.565  -0.672
C  2.161  -3.463  0.687
C  0.819  -4.943  -0.803
H  1.787  2.052  4.540
H  0.299  2.304  3.622
H  1.854  2.372  2.802
H  0.852  -0.065  4.281
H  3.018  0.016  2.135
H  2.725  -1.286  3.306
H  3.367  0.266  3.845
H  0.868  -2.520  2.837
H  -2.090  -2.479  2.040
H  -1.174  -3.906  2.538
H  -0.783  -3.080  1.035
H  -1.480  -1.375  4.425
H  0.165  -1.681  5.015
H  -0.893  -3.018  4.614
H  -1.531  0.980  4.294
H  -3.395  2.044  5.366
H  -4.915  2.247  4.491
H  -3.667  3.486  4.393
H  -4.752  2.394  1.885
H  -3.737  1.389  -0.111
H  -4.143  -0.655  -0.202
H  -5.206  -2.634  -1.034
H  -5.137  -4.714  -2.286
H  -4.013  -5.708  -1.365
H  -3.625  -5.245  -3.019
H  -1.436  -4.341  -1.985
H  1.823  -1.561  -2.922
H  -1.131  -0.996  -3.451
H  0.222  -0.567  -4.510
H  0.083  0.190  -2.936
H  -0.425  -3.445  -3.808
H  1.218  -3.970  -3.391
H  0.950  -2.909  -4.763
H  2.245  -3.471  -1.441
H  1.490  -3.801  1.475
H  2.507  -2.454  0.901
H  3.023  -4.134  0.693
H  -0.031  -5.042  -0.125
H  1.553  -5.704  -0.527
H  0.479  -5.166  -1.812
Br  8.005  -0.890  0.888
C  6.849  -0.275  -0.477
C  7.381  0.239  -1.651
N  6.620  0.694  -2.641
C  5.300  0.650  -2.480
C  4.685  0.152  -1.339
C  5.480  -0.325  -0.308
C  3.189  0.165  -1.235
O  2.495  0.591  -2.154
O  2.704  -0.306  -0.143
H  8.455  0.284  -1.791
H  4.686  1.032  -3.286
H  5.030  -0.710  0.596
O  1.198  1.840  0.568
C  1.196  3.132  0.026
C  1.074  3.134  -1.493
C  1.990  3.456  -2.444
C  1.489  3.309  -3.770
C  0.199  2.885  -3.793
S  -0.423  2.675  -2.211
C  0.102  4.072  0.527
C  -0.203  5.310  0.033
C  -1.292  5.922  0.703
C  -1.800  5.129  1.687
S  -0.950  3.652  1.795
C  2.543  3.742  0.418
C  2.897  5.007  0.776
C  4.292  5.147  1.030
C  4.968  3.980  0.859
S  3.918  2.706  0.407
H  2.993  3.784  -2.213
H  2.070  3.507  -4.659
H  -0.421  2.687  -4.653
H  0.309  5.748  -0.813
H  -1.682  6.900  0.458
H  -2.625  5.333  2.350
H  2.190  5.817  0.873
H  4.759  6.073  1.333
H  6.022  3.797  0.994

Summary:
ΔE to the lowest compared entry with this formula, charge and spin   19.1 kcal per mole
LUMO   -0.247 eV
Highest occupied orbital energy   -0.2706 Eh
Total charge   0



No. 8
Formula: C7H6O
Source: OMol25
Level of theory: wB97M-V/def2-TZVPD

CARTESIAN COORDINATES (ANGSTROEM)
C  2.764  -0.102  0.958
C  1.569  -0.219  0.748
C  0.099  -0.421  0.622
C  -0.713  -0.920  1.576
C  -0.475  0.185  -0.641
C  -0.943  -0.554  -1.640
C  -0.499  1.637  -0.798
O  0.136  2.419  -0.140
H  3.788  0.158  1.141
H  -0.306  -1.461  2.429
H  -1.792  -0.939  1.426
H  -1.457  -0.123  -2.492
H  -1.036  -1.675  -1.564
H  -1.135  2.014  -1.627

Summary:
ΔE to the lowest compared entry with this formula, charge and spin   52.5 kcal per mole
SMILES   C#CC(=C)C(=C)C=O
LUMO   0.197 eV
Highest occupied orbital energy   -0.3441 Eh
Total charge   0



Taking the records one at a time from the top gives M values of 547.7, 334.0, 467.5, 78.0, 968.0, 935.7, 1099.2, 106.1 g mol⁻¹.
Taking the records one at a time from the top gives E_tot values of -1726.3313, -3573.6885, -2507.5653, -723.1073, -6321.9196, -4331.2803, -6636.8987, -345.4416 hartree.